Entry 1:
This record from the OMol25 dataset describes C16H24N2O3 in the gas phase. The level of theory is ωB97M-V with the def2-TZVPD basis set.

```
45
C16H24N2O3 ωB97M-V with the def2-TZVPD basis set
C -4.68 2.74 -3.00
O -4.71 1.63 -2.35
C -3.47 0.97 -2.43
C -2.33 1.59 -1.37
C -2.75 1.78 0.17
N -1.95 2.26 1.09
C -0.65 1.72 1.29
C -0.92 0.64 2.39
O -1.59 1.31 3.50
C 0.24 0.00 3.04
O 0.97 -0.95 1.98
C 1.81 -0.37 1.30
C 2.40 0.62 1.09
C 3.46 1.06 0.15
C 3.68 -0.05 -0.77
C 2.95 -1.10 -0.68
N 3.05 -2.26 -1.62
C 2.11 -3.10 -1.42
C 2.02 -4.52 -2.14
C 1.50 -2.87 -0.17
C 2.12 -1.40 0.12
H -3.95 3.49 -2.43
H -5.59 3.08 -2.94
H -4.06 2.66 -4.11
H -3.70 -0.18 -1.86
H -2.94 0.55 -3.32
H -1.39 0.90 -1.47
H -2.03 2.37 -1.81
H -2.91 0.72 0.36
H -3.94 1.88 0.12
H -1.78 3.09 0.80
H -0.02 2.39 1.82
H -0.31 1.08 0.31
H -1.59 -0.16 2.14
H -2.34 1.84 3.08
H -0.01 -0.75 3.70
H 0.96 0.74 3.22
H 2.22 1.38 1.99
H 3.91 1.79 0.29
H 4.37 0.31 -1.77
H 3.67 -2.19 -2.33
H 1.28 -5.27 -1.57
H 1.85 -4.11 -3.32
H 2.94 -4.92 -2.12
H 0.81 -3.50 0.36
```

Summary:
highest occupied orbital energy = -7.3 eV
energy relative to the best compared isomer or geometry (same formula, charge and spin) = 1664.77 kJ/mol
E_LUMO = 0.748 eV
gap between HOMO and LUMO = 8.04 eV
spin multiplicity = 1
SMILES = COCCCNC[C@H](O)COc1cccc2[nH]c(C)cc12

Entry 2:
This record from the OMol25 dataset describes a molecular structure, C14H17BNO12S2. The level of theory is ωB97M-V with the def2-TZVPD basis set.

```
47
C14H17BNO12S2 ωB97M-V with the def2-TZVPD basis set
C 1.73 -0.15 -1.03
C 0.77 0.69 -0.70
C -0.28 1.16 -1.70
C -1.63 0.40 -1.62
C -2.71 1.23 -0.85
S -3.28 0.49 0.72
C -5.06 0.15 0.56
C -5.36 -1.14 -0.25
O -2.12 0.54 -3.03
S -2.34 -0.90 -3.70
O -3.69 -1.38 -3.61
O -1.95 -0.92 -5.07
O -1.29 -1.68 -2.74
C -1.64 -1.12 -1.45
C -1.08 -1.78 -0.16
C 0.06 -2.77 -0.36
N 0.06 -3.69 -1.22
H 1.56 -0.79 -1.91
H 2.66 -0.16 -0.47
H 0.69 1.03 0.34
H -0.44 2.24 -1.51
H 0.17 1.10 -2.69
H -3.60 1.34 -1.49
H -2.37 2.25 -0.65
H -5.47 0.01 1.57
H -5.58 0.98 0.07
H -4.87 -1.10 -1.23
H -5.09 -2.05 0.31
H -6.45 -1.16 -0.42
H -2.72 -1.34 -1.38
H -1.91 -2.30 0.34
H -0.74 -1.02 0.55
H 0.93 -2.68 0.31
H 0.93 -4.22 -1.16
B 4.78 1.44 2.74
O 3.36 1.61 3.12
C 2.71 0.50 2.77
O 1.54 0.30 2.94
C 3.69 -0.46 2.14
O 3.44 -1.55 1.72
O 4.89 0.10 2.12
O 5.20 2.49 1.79
C 6.21 3.16 2.35
O 6.79 4.08 1.84
C 6.51 2.57 3.70
O 7.36 2.93 4.47
O 5.66 1.56 3.92
```

Summary:
highest occupied orbital energy = -7.4 eV
energy relative to the best compared isomer or geometry (same formula, charge and spin) = 0.00 kJ/mol
E_LUMO = 2.109 eV
gap between HOMO and LUMO = 9.46 eV
spin multiplicity = 1
total charge = -1

Entry 3:
This record from the OMol25 dataset describes a molecular structure, C24H50Br4ClN3O8P3S3. The level of theory is ωB97M-V with the def2-TZVPD basis set.

```
96
C24H50Br4ClN3O8P3S3 ωB97M-V with the def2-TZVPD basis set
C -2.59 2.78 7.08
C -3.31 2.52 5.89
C -3.69 3.65 4.83
O -4.28 4.66 5.23
O -3.37 3.38 3.47
C -2.44 4.39 2.95
C -0.94 3.78 2.84
C -0.85 2.56 1.77
C 0.01 2.95 0.48
C 1.08 1.80 0.05
C 0.47 0.93 -1.13
C 0.40 -0.67 -0.95
C 0.01 -1.06 0.54
O -1.25 -1.77 0.69
C -2.07 -1.21 1.75
C -3.56 -1.86 1.71
C -3.56 -3.45 1.54
C 1.77 -1.44 -1.46
P 3.32 -0.49 -0.97
S 4.97 -1.02 -1.90
N 1.62 -2.84 -1.02
P 3.04 -3.79 -0.83
O 4.01 -3.31 0.27
O 2.70 -5.41 -0.33
O 3.96 -4.03 -2.27
C 0.43 -3.56 -1.60
S 0.91 -4.80 -2.96
P -0.41 -4.70 -0.26
O 0.36 -4.55 1.24
O -0.57 -6.30 -0.80
C -0.71 -2.61 -2.26
S -0.56 -2.84 -4.16
C -2.23 -3.17 -2.04
C -3.32 -2.43 -2.99
C -3.99 -3.44 -4.08
Cl -5.68 -3.87 -3.48
N -0.62 -1.12 -2.00
N -0.56 -0.44 -3.22
H -2.76 2.17 8.03
H -1.80 3.60 7.11
H -3.63 1.45 5.69
H -2.37 5.24 3.69
H -2.82 4.77 1.94
H -0.62 3.36 3.86
H -0.28 4.67 2.55
H -0.45 1.66 2.35
H -1.92 2.35 1.45
H -0.67 3.26 -0.39
H 0.64 3.88 0.74
H 1.46 1.23 0.96
H 1.99 2.39 -0.35
H -0.61 1.29 -1.29
H 1.13 1.13 -2.05
H 0.80 -1.70 1.09
H -0.13 -0.16 1.25
H -2.24 -0.08 1.65
H -1.62 -1.51 2.76
H -4.14 -1.60 2.65
H -4.07 -1.36 0.81
H -3.94 -4.00 2.48
H -2.55 -3.91 1.29
H -4.34 -3.70 0.73
H 1.81 -1.49 -2.62
H 3.46 -0.48 0.47
H 3.19 0.90 -1.35
H 3.39 -6.01 -0.70
H 4.01 -4.99 -2.48
H 1.40 -5.95 -2.38
H -0.16 -3.93 1.80
H 0.10 -6.92 -0.42
H -1.35 -3.91 -4.53
H -2.22 -4.26 -2.42
H -2.61 -3.07 -0.98
H -4.20 -2.12 -2.32
H -2.95 -1.48 -3.49
H -4.03 -2.96 -5.12
H -3.42 -4.41 -4.19
H -1.54 -0.84 -1.60
H -1.23 0.34 -3.24
H 0.36 -0.20 -3.56
Br -1.24 5.22 -1.26
C -0.67 7.06 -1.55
C 0.81 7.22 -1.29
Br 1.20 7.24 0.61
H -1.29 7.69 -0.91
H -0.91 7.27 -2.59
H 1.16 8.18 -1.67
H 1.41 6.42 -1.73
Br 5.54 1.69 0.26
C 7.23 1.85 -0.71
C 8.40 1.47 0.17
Br 8.83 2.89 1.44
H 7.29 2.87 -1.08
H 7.14 1.16 -1.55
H 9.30 1.35 -0.43
H 8.23 0.57 0.75
```

Summary:
highest occupied orbital energy = -10.6 eV
E_LUMO = -3.047 eV
gap between HOMO and LUMO = 7.59 eV
spin multiplicity = 1
total charge = +1

Entry 4:
This record from the OMol25 dataset describes 4 unconnected molecules or ions with the total composition C14H26BO7PS. The level of theory is ωB97M-V with the def2-TZVPD basis set.

```
50
C14H26BO7PS ωB97M-V with the def2-TZVPD basis set
C -1.44 3.44 0.12
O -2.39 4.26 0.76
C -3.08 5.08 -0.15
B -4.28 4.44 -0.94
P -5.38 2.98 -0.31
S -4.40 1.42 0.38
H -0.78 4.01 -0.53
H -1.92 2.64 -0.44
H -0.83 2.99 0.90
H -3.56 5.86 0.46
H -2.41 5.61 -0.82
H -4.57 4.90 -2.00
H -6.29 3.49 0.64
H -6.17 2.63 -1.41
O -0.01 3.29 -2.75
C -0.19 2.21 -3.22
C -0.71 1.85 -4.60
C -1.09 0.38 -4.45
C -0.13 -0.08 -3.36
O 0.09 1.08 -2.53
H 0.10 2.00 -5.32
H -1.55 2.49 -4.86
H -1.02 -0.20 -5.36
H -2.12 0.30 -4.08
H 0.84 -0.40 -3.77
H -0.53 -0.88 -2.75
O 3.38 -1.98 -0.26
C 2.73 -1.20 0.36
C 2.80 0.31 0.31
C 2.04 0.72 1.58
C 1.07 -0.44 1.75
O 1.76 -1.59 1.22
H 2.30 0.65 -0.59
H 3.83 0.65 0.31
H 1.54 1.69 1.51
H 2.73 0.76 2.42
H 0.15 -0.30 1.17
H 0.81 -0.63 2.78
O -0.10 -5.15 3.95
C 1.05 -5.32 3.67
C 1.91 -4.46 2.76
C 3.10 -5.37 2.47
C 3.15 -6.23 3.73
O 1.79 -6.34 4.16
H 2.20 -3.56 3.31
H 1.37 -4.17 1.87
H 4.03 -4.84 2.27
H 2.89 -5.99 1.60
H 3.73 -5.76 4.53
H 3.55 -7.23 3.55
```

Summary:
highest occupied orbital energy = -8.5 eV
E_LUMO = -0.945 eV
gap between HOMO and LUMO = 7.52 eV
spin multiplicity = 1
SMILES = COCB[PH2]=S.O=C1CCCO1.O=C1CCCO1.O=C1CCCO1

Entry 5:
This record from the OMol25 dataset describes 6 unconnected molecules or ions with the total composition C10H32N8O6. The level of theory is ωB97M-V with the def2-TZVPD basis set.

```
56
C10H32N8O6 ωB97M-V with the def2-TZVPD basis set
C -5.12 6.60 14.81
O -3.96 6.47 15.06
N -6.06 5.94 15.48
N -5.72 7.24 13.86
H -7.00 6.13 15.18
H -5.58 5.29 16.10
H -5.12 7.80 13.28
H -6.69 7.10 13.61
C -9.18 6.62 11.63
O -8.11 7.22 11.45
N -9.71 6.36 12.76
N -9.98 6.10 10.73
H -10.58 5.85 12.88
H -9.27 6.74 13.59
H -10.80 5.66 11.12
H -9.87 6.29 9.74
C -10.31 8.51 20.47
O -9.44 8.68 19.60
N -11.27 9.35 20.64
N -10.34 7.51 21.32
H -12.04 9.07 21.23
H -11.33 10.09 19.95
H -11.19 7.57 21.86
H -9.56 6.88 21.47
C -9.18 6.57 16.85
O -8.80 6.55 15.70
N -10.34 6.93 17.30
N -8.22 6.37 17.75
H -10.31 7.46 18.16
H -11.08 7.06 16.63
H -7.27 6.23 17.44
H -8.56 6.41 18.70
C -7.13 9.75 16.55
C -8.35 10.65 16.88
C -8.21 12.04 16.18
O -9.57 10.09 16.61
H -7.44 8.81 17.01
H -6.15 10.00 16.96
H -7.04 9.66 15.46
H -8.23 10.84 17.95
H -7.32 12.58 16.53
H -9.11 12.63 16.35
H -8.05 11.99 15.10
H -9.50 9.14 16.60
C -14.71 8.20 15.44
C -13.75 7.23 16.11
C -12.99 6.26 15.22
O -12.85 8.13 16.80
H -15.15 7.66 14.60
H -14.28 9.15 15.13
H -15.58 8.47 16.05
H -14.41 6.74 16.82
H -12.60 5.33 15.63
H -12.11 6.70 14.76
H -13.57 5.98 14.34
H -13.42 8.77 17.23
```

Summary:
highest occupied orbital energy (spin up / spin down) = 0.3 / -7.0 eV
E_LUMO (spin up / spin down) = 2.310 / 2.219 eV
⟨S²⟩ = 0.7504
gap between HOMO and LUMO (spin up / spin down) = 2.05 / 9.18 eV
spin multiplicity = 2
total charge = -1

Entry 6:
This record from the OMol25 dataset describes C7H17NO9P2 in the gas phase. The level of theory is ωB97M-V with the def2-TZVPD basis set.

```
36
C7H17NO9P2 ωB97M-V with the def2-TZVPD basis set
C 4.25 -1.11 -1.89
C 2.76 -1.24 -2.10
O 2.27 -1.34 -3.21
N 1.99 -1.25 -0.92
C 2.26 -0.04 -0.11
C 0.56 -1.48 -1.16
C -0.11 -2.23 0.00
C -0.42 -1.53 1.33
C -1.63 -0.61 1.34
O -1.82 -0.01 0.04
P -2.79 1.22 -0.19
O -2.80 1.69 -1.56
O -4.18 0.77 0.52
O -4.84 -0.14 -0.38
O -2.43 2.26 0.98
P -1.33 3.44 0.97
O -1.38 4.41 -0.10
O 0.06 2.67 1.04
O -1.63 3.94 2.45
H 4.76 -1.71 -2.64
H 4.54 -1.42 -0.89
H 4.55 -0.07 -2.03
H 1.33 0.30 0.32
H 2.63 0.79 -0.72
H 2.99 -0.24 0.68
H 0.49 -2.13 -2.03
H 0.05 -0.56 -1.43
H 0.54 -3.08 0.23
H -1.04 -2.66 -0.38
H 0.46 -1.03 1.74
H -0.65 -2.33 2.05
H -2.54 -1.17 1.59
H -1.53 0.19 2.08
H -4.46 -0.99 -0.11
H 0.11 2.06 1.79
H -1.02 4.64 2.71
```

Summary:
highest occupied orbital energy = -9.5 eV
E_LUMO = -0.087 eV
gap between HOMO and LUMO = 9.36 eV
spin multiplicity = 1
SMILES = CC(=O)N(C)CCCCO[P@@](=O)(OO)OP(=O)(O)O

Entry 7:
This record from the OMol25 dataset describes CH4NP3S in the gas phase. The level of theory is ωB97M-V with the def2-TZVPD basis set.

```
10
CH4NP3S ωB97M-V with the def2-TZVPD basis set
C 0.71 -1.31 -0.05
P -0.51 -1.06 -1.42
P -1.65 0.62 -0.72
N -0.28 1.29 0.29
P -0.58 2.53 1.33
S 0.86 3.83 1.15
H 0.42 -0.57 0.70
H 1.65 -0.99 -0.41
H 0.89 -2.27 0.27
H -1.51 -2.08 -1.14
```

Summary:
highest occupied orbital energy (spin up / spin down) = -8.6 / -8.6 eV
energy relative to the best compared isomer or geometry (same formula, charge and spin) = 173.32 kJ/mol
E_LUMO (spin up / spin down) = -2.188 / -2.188 eV
gap between HOMO and LUMO (spin up / spin down) = 6.38 / 6.38 eV
spin multiplicity = 1
SMILES = C[PH]#P=NP=S

Entry 8:
This record from the OMol25 dataset describes 2 unconnected molecules or ions with the total composition CF4N2O. The level of theory is ωB97M-V with the def2-TZVPD basis set.

```
8
CF4N2O ωB97M-V with the def2-TZVPD basis set
C 1.23 -0.05 0.00
N 0.14 0.53 -0.63
N -1.50 -0.24 0.37
O 0.82 1.21 0.37
F 1.12 -0.94 0.94
F 2.38 -0.16 -0.73
F -1.91 -1.16 -0.46
F -2.28 0.80 0.13
```

Summary:
highest occupied orbital energy (spin up / spin down) = -9.2 / -12.3 eV
E_LUMO (spin up / spin down) = 0.998 / -2.124 eV
⟨S²⟩ = 2.0076
gap between HOMO and LUMO (spin up / spin down) = 10.24 / 10.18 eV
spin multiplicity = 3

Entry 9:
This record from the OMol25 dataset describes C16H28Cl3N3O2S in the gas phase. The level of theory is ωB97M-V with the def2-TZVPD basis set.

```
53
C16H28Cl3N3O2S ωB97M-V with the def2-TZVPD basis set
C -3.36 -0.03 1.68
C -4.73 0.64 1.76
C -5.33 1.02 0.40
C -5.03 2.45 -0.07
C -3.57 2.77 -0.35
C -2.97 1.94 -1.48
C -1.50 2.29 -1.71
C -0.76 1.27 -2.59
C 0.11 0.34 -1.77
O 1.30 0.21 -1.96
N -0.57 -0.32 -0.79
C 0.05 -1.06 0.29
N 1.39 -0.62 0.57
C 1.55 0.63 1.12
S 0.25 1.47 1.70
N 2.81 1.10 1.22
C 3.05 2.52 1.44
C 3.42 3.15 0.10
O 4.54 2.52 -0.48
C 4.31 1.15 -0.68
C 3.98 0.47 0.65
C 0.06 -2.56 -0.02
Cl 0.72 -3.45 1.36
Cl -1.60 -3.10 -0.32
Cl 1.04 -2.92 -1.46
H -2.60 0.67 1.35
H -3.40 -0.88 1.00
H -3.07 -0.39 2.66
H -4.66 1.53 2.39
H -5.41 -0.05 2.25
H -5.01 0.30 -0.35
H -6.42 0.94 0.47
H -5.40 3.14 0.69
H -5.61 2.63 -0.98
H -3.49 3.83 -0.61
H -2.98 2.62 0.56
H -3.53 2.11 -2.40
H -3.07 0.88 -1.24
H -1.45 3.27 -2.18
H -0.99 2.37 -0.75
H -0.10 1.77 -3.30
H -1.47 0.67 -3.16
H -1.54 -0.08 -0.66
H -0.56 -0.90 1.20
H 2.02 -0.85 -0.19
H 2.15 2.98 1.86
H 3.88 2.62 2.15
H 3.69 4.20 0.23
H 2.56 3.08 -0.58
H 5.23 0.74 -1.11
H 3.48 1.00 -1.39
H 3.84 -0.61 0.54
H 4.80 0.63 1.35
```

Summary:
highest occupied orbital energy = -8.4 eV
energy relative to the best compared isomer or geometry (same formula, charge and spin) = 12.54 kJ/mol
E_LUMO = 0.537 eV
gap between HOMO and LUMO = 8.92 eV
spin multiplicity = 1
SMILES = CCCCCCCCC(=O)N[C@H](NC(=S)N1CCOCC1)C(Cl)(Cl)Cl

Q: Which total energy values were calculated for the entries above? A: -26088.139 -63206.232 -399599.229 -50071.602 -35095.991 -46033.309 -41291.714 -16925.504 -74015.333, in eV.